DFT (ωB97M-V with the def2-TZVPD basis set) results for a cluster of 2 separate species, C3H9Cl3OSi2 in total.

Geometry as XYZ:
```
18
Properties=species:S:1:pos:R:3:forces:R:3:lowdin_charge:R:1
Cl 3.140 2.315 -0.621 -0.252 0.983 0.297 0.35
Si 3.732 0.538 -1.195 0.895 -3.748 -0.397 0.17
C 3.987 -0.857 -0.112 0.102 1.990 -0.518 -1.44
Cl 4.377 -2.443 -0.706 -0.098 0.407 0.141 0.50
Cl 4.209 -0.597 1.620 -0.316 -0.295 -0.599 0.47
H 3.949 0.167 -2.672 -0.445 0.660 1.092 -0.03
C -2.969 0.458 -0.865 -0.094 -2.963 0.939 -0.20
Si -1.433 0.644 0.206 -2.340 -0.973 0.526 0.47
C -1.930 -0.486 1.706 -0.634 0.567 -1.493 -0.18
O -0.084 0.106 -0.531 0.840 -0.721 -0.181 -0.21
H -2.661 0.152 -1.847 0.024 0.115 -0.792 0.01
H -3.513 -0.477 -0.449 1.011 1.166 -0.668 0.05
H -3.784 1.122 -0.910 -0.519 1.508 -0.117 0.00
H -1.185 2.042 0.394 0.121 0.893 0.643 -0.02
H -2.958 -0.900 1.590 0.752 0.375 -0.191 0.03
H -1.276 -1.317 1.847 0.643 -0.525 0.245 0.01
H -1.965 0.114 2.573 0.179 0.561 1.362 -0.01
H 0.365 -0.582 -0.029 0.130 0.001 -0.289 0.04
```
Forces are in eV/Å.

Values from the calculation:
HOMO-LUMO gap = 0.294 Eh
E = -2154.50716 a.u.
LUMO energy = -0.12 eV
Energy relative to the best compared isomer or geometry (same formula, charge and spin) = 7.514 eV
E_HOMO = -8.123 eV
Net charge = 0

=====

DFT (ωB97M-V with the def2-TZVPD basis set) results for a structure of composition C19H21Cl2CoGeNS3.

Geometry as XYZ:
```
48
Properties=species:S:1:pos:R:3:forces:R:3:lowdin_spin:R:1
Co 0.745 0.173 0.325 -0.321 0.176 -0.678 2.40
Cl 2.298 -0.306 2.646 0.226 -0.068 0.238 0.02
C 1.665 0.708 3.904 -0.002 0.024 -0.076 0.00
C 2.110 0.473 5.189 -0.053 0.086 0.065 0.00
C 1.658 1.267 6.236 0.031 -0.034 0.011 0.00
C 0.764 2.288 5.956 0.009 -0.014 -0.011 0.00
C 0.331 2.493 4.659 -0.048 0.059 -0.029 0.00
Cl -0.795 3.808 4.409 -0.005 0.010 0.023 0.00
C 0.738 1.719 3.549 0.065 -0.065 0.127 0.01
S 0.166 1.983 1.948 0.007 -0.071 -0.074 0.04
H 2.809 -0.335 5.358 0.015 -0.008 0.015 0.00
H 1.997 1.093 7.249 0.005 -0.006 0.005 0.00
H 0.387 2.935 6.738 0.007 -0.003 0.020 0.00
C -2.522 -0.840 -2.897 0.062 0.103 0.063 0.02
Ge -1.870 0.775 -1.911 0.052 0.067 0.069 0.08
C -3.180 0.924 -0.411 0.021 -0.018 -0.130 0.01
C -2.371 2.254 -3.185 0.025 -0.083 0.110 0.01
C -0.060 0.811 -1.329 -0.141 -0.208 0.233 0.30
H -3.534 -0.680 -3.282 -0.046 0.020 0.005 0.00
H -2.529 -1.717 -2.247 0.010 0.021 0.019 0.00
H -1.858 -1.065 -3.735 -0.001 0.019 -0.030 0.00
H -4.207 0.713 -0.728 -0.007 -0.010 -0.027 0.00
H -3.143 1.924 0.025 0.034 0.022 0.013 0.00
H -2.901 0.216 0.371 0.011 -0.024 0.017 0.00
H -3.414 2.187 -3.506 -0.039 -0.031 -0.002 0.00
H -1.732 2.199 -4.070 0.014 0.004 -0.028 0.00
H -2.215 3.227 -2.714 0.023 0.019 0.021 0.00
H 0.504 1.540 -1.930 0.075 -0.019 -0.069 0.04
S 0.958 -2.333 0.553 -0.040 0.293 0.121 0.04
C -0.006 -3.027 -0.734 0.066 -0.062 -0.036 0.01
C 0.372 -2.924 -2.079 -0.016 0.008 -0.016 0.00
C -0.348 -3.549 -3.081 0.044 -0.043 -0.035 0.00
C -1.480 -4.297 -2.781 -0.020 -0.070 -0.067 0.00
C -1.883 -4.393 -1.456 -0.042 -0.030 0.003 0.00
C -1.161 -3.766 -0.452 0.022 -0.010 0.014 0.00
H 1.243 -2.329 -2.321 -0.021 0.016 0.000 0.00
H -0.030 -3.435 -4.113 -0.021 -0.006 0.001 0.00
H -2.054 -4.773 -3.568 0.000 0.007 -0.007 0.00
H -2.777 -4.951 -1.198 -0.007 -0.008 -0.018 0.00
H -1.483 -3.840 0.579 0.004 0.008 0.018 0.00
S 4.436 1.457 -2.106 -0.128 -0.048 0.126 0.00
C 4.393 2.443 -0.694 -0.079 -0.020 0.054 0.00
C 3.399 2.017 0.127 0.083 0.185 0.050 0.00
N 2.691 0.947 -0.326 0.003 -0.420 -0.230 0.02
C 3.115 0.535 -1.482 -0.034 0.197 0.250 0.00
H 5.056 3.279 -0.552 0.023 0.001 -0.035 0.00
H 3.084 2.451 1.066 0.103 0.068 0.003 0.00
H 2.637 -0.281 -2.001 0.030 -0.034 -0.099 0.00
```
Forces are in eV/Å.

Values from the calculation:
HOMO-LUMO gap (spin up / spin down) = 0.128 / 0.137 Eh
E = -6365.95242 a.u.
⟨S²⟩ = 3.779
LUMO energy (spin up / spin down) = 4.12 / 4.11 eV
Energy relative to the best compared isomer or geometry (same formula, charge and spin) = 0.039 eV
E_HOMO (spin up / spin down) = 0.625 / 0.392 eV
Multiplicity = 4
Net charge = -2

=====

DFT (ωB97M-V with the def2-TZVPD basis set) results for the molecule C3H2N2O.

Geometry as XYZ:
```
8
Properties=species:S:1:pos:R:3:forces:R:3:lowdin_charge:R:1
N -3.609 -0.689 -0.181 -0.167 0.245 -0.418 0.15
C -2.654 -0.075 0.006 2.177 0.331 1.363 -0.24
N -1.458 0.446 0.517 -1.341 -0.476 -0.552 0.07
C -0.067 0.252 -0.128 0.817 0.164 4.101 0.06
C -0.712 1.518 0.037 -1.046 1.465 -0.199 -0.43
O -0.794 2.699 -0.063 0.264 -0.579 -0.103 0.17
H -0.109 -0.272 -0.981 0.205 -1.439 -3.372 0.08
H 0.708 -0.077 0.617 -0.908 0.289 -0.820 0.14
```
Forces are in eV/Å.

Values from the calculation:
HOMO-LUMO gap = 0.408 Eh
E = -300.17218 a.u.
LUMO energy = 0.42 eV
Energy relative to the best compared isomer or geometry (same formula, charge and spin) = 1.612 eV
E_HOMO = -10.689 eV
Net charge = 0

=====

What are the molar mass values for these records? In order: 223.64 562.03 82.06 g mol⁻¹.
What are the max |F| values for these records? In order: 3.874 0.770 4.185 eV/Å.